{
  "formula": "C4H11N2",
  "method": "ωB97M-V/def2-TZVPD",
  "species": ["N", "N", "C", "C", "C", "C", "H", "H", "H", "H", "H", "H", "H", "H", "H", "H", "H"],
  "positions_angstrom": [[-1.3736, 1.5523, -1.1653], [-1.0278, -0.0571, 1.2044], [1.3540, -0.5131, 0.4824], [1.3992, -1.9197, -0.1055], [0.0697, 0.1914, 0.2085], [-0.1572, 1.0492, -0.7870], [2.1618, 0.1183, 0.1181], [-1.4366, 2.3718, -1.7433], [-1.8980, 0.2679, 0.7818], [1.4204, -1.8564, -1.1936], [2.2336, -2.5217, 0.2352], [0.4820, -2.4886, 0.0930], [0.6952, 1.4434, -1.3255], [-2.2148, 0.9927, -1.1340], [-1.1408, -1.0480, 1.4178], [1.6007, -0.5543, 1.5423], [-0.8209, 0.4669, 2.0559]],
  "lowdin_charge": [0.082, 0.252, -0.217, -0.081, -0.256, -0.118, 0.123, 0.109, 0.149, 0.084, 0.082, 0.074, 0.144, 0.104, 0.171, 0.115, 0.183],
  "orbital_gap_ev": 9.396,
  "e_lumo_ha": -0.133,
  "homo_energy_ha": -0.47844,
  "multiplicity": 1,
  "energy_ev": -7299.533,
  "total_charge": 1,
  "de_lowest_ev": 1.415
}

---

{
  "formula": "C5H11O2",
  "method": "ωB97M-V/def2-TZVPD",
  "species": ["O", "O", "C", "C", "C", "C", "C", "H", "H", "H", "H", "H", "H", "H", "H", "H", "H", "H"],
  "positions_angstrom": [[3.0957, 1.5421, 0.9622], [1.6147, 3.1524, 1.5670], [-1.8297, -1.4645, -0.5969], [0.7289, 1.1947, -1.0624], [1.9645, 2.0664, 1.0680], [-0.9584, -2.1245, 0.4569], [0.8031, 1.1875, 0.4496], [-0.1995, -1.4582, 0.8671], [0.8879, 0.2376, 0.9786], [0.7369, 2.2207, -1.4317], [-0.3616, -2.9921, 0.1506], [-2.0254, -0.4201, -0.3988], [-1.3954, -1.5348, -1.5935], [-1.5233, -2.5168, 1.3089], [-2.7187, -2.0496, -0.6536], [-0.2081, 0.7571, -1.4175], [-0.1208, 1.6250, 0.8579], [1.5090, 0.5772, -1.5124]],
  "lowdin_charge": [-0.101, -0.097, -0.168, -0.123, -0.769, -0.168, -0.219, 0.037, 0.069, 0.072, 0.062, 0.057, 0.061, 0.058, 0.041, 0.030, 0.089, 0.067],
  "orbital_gap_ev": 7.206,
  "e_lumo_ha": 0.129,
  "homo_energy_ha": -0.13587,
  "multiplicity": 1,
  "energy_ev": -9459.553,
  "total_charge": -1,
  "de_lowest_ev": 0.476
}

---

{
  "formula": "C4H10O2",
  "method": "ωB97M-V/def2-TZVPD",
  "species": ["O", "O", "C", "C", "C", "C", "H", "H", "H", "H", "H", "H", "H", "H", "H", "H"],
  "positions_angstrom": [[-1.6050, 0.4426, -0.3747], [-0.6887, -1.3080, 1.2260], [0.8132, 0.5404, 1.7229], [0.0909, -0.4404, -1.8865], [-0.2029, 0.2705, -0.5726], [0.3086, -0.4660, 0.6905], [0.2843, 1.2563, -0.5935], [1.5493, 1.2181, 1.2732], [-1.5274, -0.8401, 1.0875], [-0.1996, 0.1893, -2.7361], [-0.4556, -1.3863, -1.9532], [-1.9205, 1.1571, -0.9369], [1.1641, -0.6444, -1.9793], [1.1336, -1.1290, 0.4010], [-0.0186, 1.1473, 2.0994], [1.2855, 0.0297, 2.5663]],
  "lowdin_charge": [-0.044, -0.029, -0.048, -0.043, -0.392, -0.405, 0.137, 0.078, 0.084, 0.078, 0.090, 0.104, 0.083, 0.142, 0.087, 0.079],
  "orbital_gap_ev": 10.651,
  "e_lumo_ha": 0.027,
  "homo_energy_ha": -0.36419,
  "multiplicity": 1,
  "energy_ev": -8404.940,
  "de_lowest_ev": 0.607
}

---

{
  "formula": "C18H22ClF3NO5S2",
  "method": "ωB97M-V/def2-TZVPD",
  "species": ["Cl", "S", "S", "F", "F", "F", "O", "O", "O", "O", "O", "N", "C", "C", "C", "C", "C", "C", "C", "C", "C", "C", "C", "C", "C", "C", "C", "C", "C", "C", "H", "H", "H", "H", "H", "H", "H", "H", "H", "H", "H", "H", "H", "H", "H", "H", "H", "H", "H", "H", "H", "H"],
  "positions_angstrom": [[-2.0692, 0.7258, -0.6070], [0.0622, 3.4888, -1.0486], [1.8697, -2.9445, -2.6285], [8.1395, -0.7862, 0.8954], [5.9269, -1.2669, 1.1237], [6.9915, -2.1374, -0.6881], [4.0974, -1.0918, -3.9760], [-1.1462, 3.9993, -1.8250], [2.8993, 3.6955, -3.1434], [1.1546, 4.5151, -0.9954], [-6.5556, -1.2062, 3.6287], [-4.3104, -0.3792, 2.4507], [-0.3653, 0.5619, -1.3093], [6.9476, -0.9963, 0.1365], [0.5848, 1.7906, -1.5377], [4.9329, 0.8107, -2.5215], [6.4523, 0.3375, -2.1766], [3.0700, 2.6091, -2.5594], [4.5924, 2.1745, -2.2230], [-7.7912, -1.5190, 2.9802], [-5.2179, -2.0922, 0.9581], [-0.5478, 3.3457, 0.7300], [3.8385, -0.2195, -3.1232], [-5.5483, -2.2059, 3.4899], [0.0319, -0.9130, -1.6678], [2.3561, 0.0334, -2.5127], [1.4342, -1.1851, -2.2698], [-4.6114, -1.8444, 2.3318], [1.9665, 1.5274, -2.1828], [6.5815, 0.3762, -0.5801], [-5.2010, 0.1096, 2.6385], [-3.7106, -0.1824, 3.2576], [5.5782, 0.7286, -0.1266], [-6.0077, -1.3775, 0.7161], [2.5805, -3.4876, -1.5624], [-0.6915, -1.7812, -1.4761], [-8.6023, -1.0881, 3.5702], [-3.8796, 0.0209, 1.6143], [-1.6763, 3.4592, 0.8132], [7.3468, 1.1704, -0.2335], [0.0252, 4.1061, 1.3845], [-7.8117, -1.0513, 1.9930], [6.5673, -0.6846, -2.6625], [-7.9568, -2.5945, 2.8873], [-5.6355, -3.0989, 0.8942], [-3.6630, -2.3803, 2.4209], [-0.1985, 2.3107, 1.1175], [7.2029, 1.0984, -2.6011], [-5.9625, -3.2126, 3.3941], [-4.9715, -2.1853, 4.4206], [5.3541, 2.9166, -1.7904], [-4.4528, -2.0003, 0.1816]],
  "lowdin_charge": [0.557, 0.712, 0.743, 0.051, 0.019, 0.078, 0.065, -0.368, 0.091, -0.341, -0.192, 0.225, -0.469, -0.382, -0.182, -0.090, -0.106, -0.274, 0.071, -0.065, -0.026, -0.178, -0.237, -0.167, -0.068, -0.008, -0.462, -0.304, 0.018, -0.070, 0.171, 0.182, 0.130, 0.086, -0.099, 0.101, 0.101, 0.128, 0.062, 0.142, 0.088, 0.082, 0.118, 0.100, 0.106, 0.160, 0.059, 0.132, 0.140, 0.137, 0.147, 0.087],
  "orbital_gap_ev": 8.093,
  "e_lumo_ha": -0.136,
  "homo_energy_ha": -0.43389,
  "multiplicity": 1,
  "energy_ev": -73080.235,
  "total_charge": 1
}

---

{
  "formula": "C21H29N3O3",
  "method": "ωB97M-V/def2-TZVPD",
  "species": ["O", "O", "O", "N", "N", "N", "C", "C", "C", "C", "C", "C", "C", "C", "C", "C", "C", "C", "C", "C", "C", "C", "C", "C", "C", "C", "C", "H", "H", "H", "H", "H", "H", "H", "H", "H", "H", "H", "H", "H", "H", "H", "H", "H", "H", "H", "H", "H", "H", "H", "H", "H", "H", "H", "H", "H"],
  "positions_angstrom": [[0.1067, -2.1751, -3.2691], [-0.0960, -0.2767, 3.6775], [-1.1868, -3.3152, 1.7918], [-1.4874, 0.1919, 2.0625], [-0.3602, 0.9124, 1.8644], [-2.3023, -2.1468, 0.2226], [3.0118, 3.4595, -3.2595], [-1.6983, -3.1768, -1.9709], [-3.0816, -2.1066, 2.5694], [1.7872, 2.8796, 1.2110], [0.5732, -1.4427, -2.1585], [3.2767, 3.0608, -1.9602], [1.8395, 1.0924, 3.0614], [0.7724, 2.6412, -3.0503], [-2.2269, -1.5247, 3.7013], [2.2963, 2.4458, -1.1948], [2.0905, 2.5524, 2.6726], [1.7597, 3.2488, -3.8086], [1.0389, 2.2447, -1.7530], [-0.4883, -3.3919, -2.8855], [-3.3751, -1.2560, -0.1621], [-0.5644, -1.0937, -1.1979], [-1.3077, -0.5101, 3.1321], [-1.2374, -2.3912, -0.7412], [2.5642, 2.0099, 0.2177], [0.4524, 0.6249, 2.8258], [-2.1132, -2.5810, 1.4875], [2.0579, 0.9474, 4.1221], [3.1391, 2.7724, 2.8867], [-4.3414, -1.6712, 0.1266], [1.4786, 3.1985, 3.3057], [-0.7859, -3.8829, -3.8146], [-3.7681, -1.3478, 2.2112], [-2.8563, -1.0764, 4.4740], [4.2587, 3.2265, -1.5389], [-1.6175, -2.3082, 4.1554], [2.0380, 3.9281, 1.0344], [2.2454, 0.9716, 0.3272], [-0.2072, 2.4741, -3.4741], [-0.5010, -2.9996, -0.2025], [0.2688, 1.7738, -1.1608], [-1.2792, -0.4587, -1.7224], [-2.1137, -4.1401, -1.6740], [-0.1800, -0.5449, -0.3385], [-3.6423, -2.9654, 2.9409], [-3.2418, -0.2694, 0.2885], [1.5534, 3.5560, -4.8234], [1.0301, -0.5380, -2.5658], [1.3426, -2.0240, -1.6257], [3.6340, 2.0717, 0.4301], [2.5149, 0.4423, 2.4978], [-2.4584, -2.6210, -2.5224], [0.2509, -4.0244, -2.3688], [0.7211, 2.7484, 1.0329], [-3.3709, -1.1494, -1.2432], [3.7864, 3.9345, -3.8443]],
  "lowdin_charge": [-0.129, 0.159, 0.052, 0.118, 0.111, -0.055, -0.089, -0.105, -0.085, -0.207, -0.200, -0.044, -0.108, -0.083, -0.088, -0.236, -0.188, -0.097, -0.054, -0.209, -0.048, -0.112, -0.329, -0.289, -0.158, -0.310, -0.473, 0.125, 0.113, 0.094, 0.115, 0.124, 0.095, 0.127, 0.108, 0.128, 0.120, 0.107, 0.103, 0.146, 0.102, 0.119, 0.125, 0.097, 0.129, 0.081, 0.099, 0.115, 0.131, 0.118, 0.122, 0.114, 0.128, 0.085, 0.082, 0.100],
  "orbital_gap_ev": 9.740,
  "e_lumo_ha": 0.029,
  "homo_energy_ha": -0.32877,
  "multiplicity": 1,
  "energy_ev": -32860.768,
  "de_lowest_ev": 2.719
}

---

{
  "formula": "CH6FFeO6",
  "method": "ωB97M-V/def2-TZVPD",
  "species": ["Fe", "F", "O", "O", "O", "O", "O", "O", "C", "H", "H", "H", "H", "H", "H"],
  "positions_angstrom": [[-20.4087, -12.8095, -36.3886], [-18.6701, -13.7855, -36.3390], [-19.7349, -11.9406, -38.1897], [-24.0977, -13.6809, -37.1922], [-22.3648, -12.2937, -36.6287], [-21.9519, -14.3313, -37.2428], [-20.8247, -13.7829, -34.4531], [-20.1094, -10.9360, -35.4157], [-22.8585, -13.4213, -37.0404], [-20.1337, -11.3738, -38.8603], [-18.8122, -11.6577, -38.1222], [-20.1614, -10.5783, -34.5232], [-20.4116, -13.7152, -33.5866], [-20.2475, -10.1818, -36.0023], [-21.7183, -14.1173, -34.2937]],
  "mulliken_spin": [3.807, 0.055, 0.005, 0.007, 0.069, 0.046, 0.005, 0.010, -0.014, 0.005, -0.001, 0.003, 0.004, 0.000, -0.001],
  "s2": 6.008,
  "orbital_gap_ev": [5.126, 5.374],
  "e_lumo_ha": [0.089, 0.087],
  "homo_energy_ha": [-0.09956, -0.11012],
  "multiplicity": 5,
  "energy_ev": -50526.932,
  "total_charge": -1,
  "de_lowest_ev": 0.597
}

---

{
  "formula": "C12H10Cl4O2W",
  "method": "ωB97M-V/def2-TZVPD",
  "species": ["W", "Cl", "Cl", "Cl", "Cl", "O", "O", "C", "C", "C", "C", "C", "C", "C", "C", "C", "C", "C", "C", "H", "H", "H", "H", "H", "H", "H", "H", "H", "H"],
  "positions_angstrom": [[-0.1665, -0.0534, 1.0601], [-0.6745, -1.0196, 3.2569], [2.1198, -0.8284, -3.0008], [1.8353, -3.7108, -3.1133], [1.5234, -1.6503, 0.9177], [-0.6354, -3.1705, -4.3248], [-0.4768, -0.8496, -4.4481], [-2.2453, 0.8531, 0.6760], [-2.2655, -0.5381, 1.0520], [-1.1009, -0.3265, -0.9566], [-1.6205, 0.9515, -0.5974], [0.2935, 1.7608, 2.3426], [1.5686, 1.3051, 2.8820], [2.4752, 1.1586, 1.8016], [0.5107, 2.0431, 0.9287], [-1.5810, -1.2851, 0.0166], [1.2158, -2.1879, -3.4454], [-0.1740, -2.0227, -4.1847], [1.8560, 1.6141, 0.6048], [-2.7191, 1.6563, 1.2376], [3.5112, 0.8137, 1.8546], [1.7806, 1.1156, 3.9477], [-0.6323, 2.0120, 2.8648], [2.3518, 1.6926, -0.3592], [-1.5964, 1.8230, -1.2434], [-1.5436, -2.3664, -0.0848], [-0.6638, -0.5627, -1.9232], [-2.8342, -0.9446, 1.8797], [-0.1119, 2.7171, 0.3583]],
  "mulliken_spin": [1.571, 0.036, 0.001, 0.001, 0.111, 0.000, 0.001, 0.017, -0.004, 0.046, -0.045, 0.080, -0.038, 0.113, -0.040, 0.087, -0.001, 0.002, -0.008, 0.005, 0.022, 0.002, 0.001, 0.003, -0.004, 0.008, 0.019, -0.006, 0.021],
  "s2": 2.023,
  "orbital_gap_ev": [3.523, 5.616],
  "e_lumo_ha": [-0.119, -0.119],
  "homo_energy_ha": [-0.24817, -0.32511],
  "multiplicity": 3,
  "energy_ev": -68612.883
}

---

{
  "formula": "C19H34F6OP2Pt",
  "method": "ωB97M-V/def2-TZVPD",
  "species": ["Pt", "P", "P", "F", "F", "F", "F", "F", "F", "O", "C", "C", "C", "C", "C", "C", "C", "C", "C", "C", "C", "C", "C", "C", "C", "C", "C", "C", "C", "H", "H", "H", "H", "H", "H", "H", "H", "H", "H", "H", "H", "H", "H", "H", "H", "H", "H", "H", "H", "H", "H", "H", "H", "H", "H", "H", "H", "H", "H", "H", "H", "H", "H"],
  "positions_angstrom": [[1.6047, -1.1365, 0.6023], [0.7006, 0.6559, -1.6201], [1.5012, -2.4174, -0.9598], [0.5722, 2.3846, 3.0409], [3.1978, 1.3259, 3.9845], [0.1116, 1.6812, 5.0935], [3.3385, -0.8388, 4.0304], [2.3215, 0.1916, 5.6500], [-1.0632, 0.9402, 3.4231], [1.3984, 0.0722, 2.1829], [0.7381, -1.9261, -2.5616], [-2.6655, 3.2932, -1.5478], [-3.1006, 0.2529, -0.3890], [1.1242, 0.0303, 3.5220], [-3.9585, 2.5499, -1.6653], [2.2273, 1.6062, -1.2981], [0.4719, -1.2393, 4.1706], [-3.7585, 1.3286, -2.5679], [2.5035, 0.2091, 4.2995], [-1.7000, 3.0894, -0.6579], [3.0682, -3.1869, -1.4896], [1.1088, -0.5205, -2.9809], [0.2054, 1.3057, 3.7891], [0.0892, -3.4788, -0.4305], [-1.9784, 0.6608, 0.4967], [1.8030, -2.7859, 1.8731], [-1.6989, 2.1671, 0.5885], [-2.9572, 0.3416, -1.7515], [0.2323, 1.8979, -3.1188], [1.9942, 2.3051, -0.4813], [-3.9972, -0.2212, 0.0776], [-2.3980, -0.4006, -2.3477], [-0.3086, -1.6332, 3.5018], [3.6680, -2.3530, -1.8851], [-4.2813, 2.1273, -0.7104], [-0.3742, 2.7182, -2.7321], [-2.3816, 3.9652, -2.3565], [-1.0413, 0.1578, 0.1779], [-0.6994, 2.2286, 1.0420], [0.8250, -3.1722, 2.1915], [-0.2677, 1.4288, -3.9791], [3.6191, -3.6509, -0.6620], [2.5342, 2.1916, -2.1715], [-0.0867, -4.3029, -1.1236], [-0.7149, 3.5257, -0.8485], [1.2209, -2.0293, 4.3766], [-2.4544, 2.5243, 1.3254], [-4.6943, 0.8607, -2.9133], [2.1529, -0.3660, -3.2915], [-3.2731, 1.6249, -3.5055], [2.3593, -3.5722, 1.3231], [0.4291, -0.3301, -3.8246], [0.2902, -3.8730, 0.5646], [0.9963, -2.6574, -3.3415], [0.0366, -0.9201, 5.1295], [-4.7594, 3.1884, -2.0297], [1.1873, 2.2777, -3.5026], [-2.1219, 0.2675, 1.5113], [2.3092, -2.5311, 2.8013], [-0.3565, -1.9833, -2.4088], [-0.8040, -2.8367, -0.3747], [3.0205, 0.9308, -0.9713], [2.9340, -3.9435, -2.2696]],
  "mulliken_spin": [0.361, 0.005, 0.029, 0.002, 0.004, 0.001, 0.002, 0.010, 0.002, 0.503, 0.014, 0.422, 0.904, -0.006, 0.151, 0.009, 0.011, 0.134, 0.066, 0.276, 0.017, 0.006, -0.012, 0.014, 0.075, -0.017, 0.130, 0.604, 0.051, 0.001, 0.000, 0.119, 0.005, 0.000, -0.043, -0.009, -0.010, 0.042, 0.009, 0.002, 0.002, -0.001, 0.000, 0.000, -0.019, -0.002, 0.052, 0.040, 0.000, 0.006, 0.007, 0.001, 0.000, 0.000, 0.000, 0.014, 0.001, 0.018, -0.003, -0.008, 0.002, 0.001, 0.006],
  "s2": 6.015,
  "orbital_gap_ev": [6.348, 4.813],
  "e_lumo_ha": [-0.259, -0.386],
  "homo_energy_ha": [-0.49261, -0.56295],
  "multiplicity": 5,
  "energy_ev": -60407.138,
  "total_charge": 2,
  "de_lowest_ev": 0.000
}